DFT (the ωB97M-V functional and the def2-TZVPD basis) results for 2 unconnected molecules or ions with the total composition C4H8N2O2 at a distorted geometry.

Last column: Löwdin charge in e.
Atoms and positions in Å:
C (2.0203, -0.8367, 1.0679)  -0.240
O (0.8270, -0.7734, 1.8093)  -0.052
C (1.8966, -0.2398, -0.2500)  -0.184
N (1.7419, 0.2145, -1.2937)  0.174
H (0.0884, -1.0375, 1.2421)  0.076
H (2.3590, -1.8677, 0.9336)  0.127
H (2.7768, -0.2949, 1.6403)  0.130
C (-1.3977, 1.2516, 0.6171)  -0.081
C (-1.2185, 0.0010, -1.3626)  -0.377
O (-1.2624, 0.0004, -0.0246)  -0.156
N (-1.2113, -1.0974, -1.9719)  0.118
H (-1.1456, -1.0252, -2.9794)  0.048
H (-1.1858, 1.0060, -1.8155)  0.136
H (-1.2244, 1.0708, 1.6800)  0.091
H (-2.4096, 1.6568, 0.4658)  0.095
H (-0.6547, 1.9715, 0.2414)  0.096

Atomic forces in eV per Å
C 0.1 -0.3 0.6
O -0.1 0.0 0.0
C -0.1 0.4 -0.8
N 0.2 0.0 0.2
H 0.0 0.0 0.0
H 0.1 0.0 0.0
H 0.0 -0.1 -0.1
C -0.1 0.6 0.1
C -0.1 0.0 -1.0
O 0.0 -0.5 0.4
N 0.0 -0.1 0.4
H 0.0 0.3 0.0
H 0.0 -0.3 0.1
H 0.0 0.1 -0.2
H 0.3 -0.1 0.1
H -0.2 -0.2 0.1

Results
**Gap between HOMO and LUMO**: 10.9568 eV
**ΔE to the lowest compared entry with this formula, charge and spin**: 62.81 kcal per mole
**Charge**: 0
**SMILES string**: [H]/N=C/OC.N#CCO

---

DFT (the ωB97M-V functional and the def2-TZVPD basis) results for C5H12S2 in the gas phase at a distorted geometry.

Last column: Löwdin charge in e.
Atoms and positions in Å:
C (1.1821, 2.2165, -1.2041)  -0.328
C (2.6901, 2.1111, -1.4814)  -0.112
C (0.4604, 0.8916, -1.0338)  -0.563
S (0.7781, 0.1553, 0.6129)  0.478
S (-0.4497, -1.5050, 0.5897)  0.475
C (-2.0955, -0.7730, 0.4231)  -0.643
C (-3.2742, -1.7232, 0.4752)  -0.170
H (0.7453, 2.6105, -2.1283)  0.102
H (0.9474, 2.9467, -0.4308)  0.101
H (3.2762, 2.6971, -0.7757)  0.067
H (2.9347, 2.4734, -2.4761)  0.066
H (3.0451, 1.0811, -1.3945)  0.068
H (-0.6101, 0.9962, -1.1276)  0.046
H (0.8395, 0.1892, -1.7842)  0.080
H (-2.2650, 0.0190, 1.1479)  0.072
H (-2.1166, -0.3244, -0.5704)  0.047
H (-4.1928, -1.1570, 0.3404)  0.073
H (-3.3445, -2.2817, 1.4053)  0.068
H (-3.2092, -2.4490, -0.3385)  0.071

Atomic forces in eV per Å
C -0.1 0.2 -1.0
C 0.1 -0.2 0.5
C 0.7 -0.6 0.4
S -0.4 0.0 0.0
S 0.2 -0.1 0.1
C -0.4 0.7 -0.4
C 0.3 -0.7 -0.2
H -0.1 0.2 0.2
H 0.0 -0.2 0.2
H 0.0 0.0 0.0
H 0.0 0.0 -0.1
H 0.0 0.0 0.0
H -0.2 0.2 -0.1
H -0.2 0.1 0.0
H 0.4 0.1 0.2
H 0.0 0.2 0.1
H 0.0 0.1 0.0
H 0.0 0.0 0.2
H -0.1 0.0 0.0

Results
**Gap between HOMO and LUMO**: 9.2462 eV
**ΔE to the lowest compared entry with this formula, charge and spin**: 2.04 kcal per mole
**Charge**: 0
**SMILES string**: CCCSSCC

---

DFT (the ωB97M-V functional and the def2-TZVPD basis) results for 10 unconnected molecules or ions with the total composition C9H37NO10 at a distorted geometry.

Last column: Löwdin charge in e.
Atoms and positions in Å:
C (-2.7384, -1.8357, 0.0608)  -0.024
C (-1.7626, -1.1813, -1.0284)  -0.448
C (-1.7962, -2.1896, -2.2283)  -0.160
C (-2.7941, -1.9293, -3.2586)  -0.215
C (-2.8598, -0.4790, -3.6003)  -0.161
C (-3.1189, 0.4756, -2.4481)  -0.522
N (-2.2034, 0.1092, -1.4125)  -0.128
O (-2.3289, 0.8683, -0.2419)  -0.007
C (-2.7613, 1.8724, -2.9835)  -0.033
C (-4.6324, 0.4540, -1.9940)  -0.002
C (-0.2916, -1.2351, -0.4331)  -0.021
H (-3.8002, -1.6424, -0.0918)  0.070
H (-2.5312, -1.3032, 0.9891)  0.056
H (-2.4559, -2.8332, 0.3976)  0.076
H (-0.8418, -2.5122, -2.6443)  0.115
H (-2.0471, -3.1915, -1.8802)  0.109
H (-3.7920, -2.2770, -2.9915)  0.117
H (-2.6304, -2.4133, -4.2214)  0.119
H (-3.6747, -0.3009, -4.3020)  0.121
H (-1.8824, -0.1774, -3.9767)  0.129
H (-3.1225, 2.7606, -2.4651)  0.084
H (-1.7122, 1.9974, -3.2516)  0.084
H (-3.1778, 1.8450, -3.9904)  0.074
H (-4.7492, 1.1394, -1.1546)  0.080
H (-5.1594, 0.5934, -2.9378)  0.079
H (-4.9121, -0.5394, -1.6432)  0.060
H (-0.3399, -0.7480, 0.5408)  0.048
H (0.3277, -0.7038, -1.1559)  0.086
H (-0.0334, -2.2510, -0.1343)  0.083
H (-1.5471, 1.3972, -0.4168)  0.060
O (3.2581, 2.1061, 3.6619)  -0.035
H (3.7602, 2.8014, 4.0870)  0.061
H (2.3433, 2.3473, 3.8077)  0.063
O (1.4915, 0.3360, 2.1180)  -0.045
H (1.9074, -0.1540, 2.8273)  0.022
H (2.1880, 0.4633, 1.4738)  0.018
O (-1.3186, 1.2651, 3.4811)  -0.049
H (-0.4497, 0.9562, 3.2247)  -0.009
H (-1.8474, 1.1799, 2.6877)  0.023
O (4.2918, 1.1809, 1.0768)  -0.036
H (5.0235, 1.7021, 0.7464)  0.072
H (4.0100, 1.6382, 1.8691)  0.018
O (2.9184, 2.0390, -1.1407)  -0.040
H (3.4214, 2.1729, -1.9440)  0.054
H (3.5158, 1.5687, -0.5591)  -0.009
O (5.2182, -1.7351, 1.4419)  -0.043
H (4.5181, -1.1133, 1.2432)  0.007
H (5.5075, -2.0521, 0.5863)  0.052
O (3.0537, -1.7772, 3.1125)  -0.040
H (3.8890, -2.1767, 2.8696)  0.021
H (2.7134, -2.3378, 3.8097)  0.069
O (0.3427, 1.8523, -0.0491)  -0.040
H (1.1432, 2.1271, -0.4963)  0.001
H (0.6502, 1.3798, 0.7245)  -0.008
O (4.5771, -0.0674, 5.0667)  -0.055
H (4.4163, -0.3268, 4.1595)  -0.013
H (4.8264, 0.8551, 5.0119)  0.011

Atomic forces in eV per Å
C 1.2 1.5 0.9
C -0.5 -3.9 0.3
C 0.9 -1.6 1.0
C -1.6 0.6 -1.6
C -0.3 0.7 0.0
C -0.7 0.0 0.9
N 1.4 -0.3 0.1
O -0.2 0.8 -0.3
C -0.3 -0.1 -1.1
C 1.6 -0.7 -0.6
C -2.2 0.7 0.2
H 0.1 -0.6 -0.4
H -0.1 0.5 0.1
H -0.3 -0.4 -0.8
H 0.6 1.2 -0.3
H -0.2 0.0 0.9
H -0.2 0.0 0.4
H 0.4 -0.5 0.1
H 0.3 0.1 -0.5
H 0.0 0.0 -0.6
H -0.1 -0.3 0.2
H 0.3 -0.2 0.7
H -0.6 0.6 -0.1
H -0.4 0.3 -0.5
H -0.7 0.7 0.5
H 0.1 -0.1 0.0
H 0.3 0.5 -0.2
H 0.5 -0.4 0.3
H 0.2 -0.2 -0.8
H 0.5 0.9 1.0
O 0.4 0.1 -0.3
H 0.1 0.3 0.2
H -0.5 -0.1 -0.1
O -0.6 0.5 0.0
H 0.3 -0.5 0.2
H 0.3 -0.1 -0.2
O -0.1 0.1 0.4
H 0.3 -0.1 -0.2
H -0.2 0.0 -0.3
O 0.2 -0.5 -0.4
H 0.4 0.1 0.0
H -0.5 0.3 0.8
O 0.0 0.3 -0.5
H -0.1 0.1 -0.3
H 0.0 -0.2 0.6
O 0.2 -0.2 0.2
H -0.2 0.5 -0.1
H 0.1 -0.2 -0.1
O -0.3 0.2 0.2
H 0.5 -0.2 -0.4
H -0.2 -0.1 0.3
O -0.5 0.3 0.0
H 0.3 0.1 -0.4
H -0.2 -0.2 0.3
O 0.3 -0.2 0.4
H -0.3 -0.1 -0.3
H 0.0 0.1 0.0

Results
**Gap between HOMO and LUMO**: 7.2008 eV
**ΔE to the lowest compared entry with this formula, charge and spin**: 26.13 kcal per mole
**Charge**: 0
**SMILES string**: CC1(C)CCCC(C)(C)N1O.O.O.O.O.O.O.O.O.O

---

DFT (the ωB97M-V functional and the def2-TZVPD basis) results for C4H2N2S6 in the gas phase at a distorted geometry.

Last column: Löwdin charge in e.
Atoms and positions in Å:
S (-0.7419, -1.3233, -0.3776)  0.663
S (-0.7428, 3.5482, -0.2338)  0.656
N (1.5194, -0.9683, 1.0031)  -0.012
N (0.8658, 1.5943, -1.0236)  -0.011
S (-2.1152, 0.2962, 2.1186)  0.113
S (-1.1359, 1.9444, 2.9258)  0.115
S (-0.6690, -1.1735, 2.5294)  0.494
S (0.6199, 1.9201, 1.7627)  0.465
C (0.1593, -1.0767, 1.0031)  -1.289
C (0.2271, 2.2051, 0.0872)  -1.168
C (2.2301, -0.1834, 0.1834)  -0.113
C (1.7341, 0.6215, -0.9424)  -0.142
H (3.2786, -0.2965, 0.2637)  0.104
H (2.1790, 0.3002, -1.8912)  0.127

Atomic forces in eV per Å
S 0.9 0.1 0.7
S 0.9 -2.0 0.0
N 2.4 2.0 -1.8
N 1.3 -1.3 0.8
S 0.7 -0.1 0.7
S 0.2 -0.2 -1.0
S -0.5 0.7 1.0
S 0.2 -0.7 1.2
C -0.9 -0.4 -2.9
C -1.3 2.9 -1.4
C -3.1 -2.7 2.6
C -1.9 1.7 -0.1
H 1.1 -0.1 0.1
H -0.1 0.2 0.1

Results
**Gap between HOMO and LUMO**: 6.7051 eV
**ΔE to the lowest compared entry with this formula, charge and spin**: 15.64 kcal per mole
**Charge**: 0
**SMILES string**: S=C1/N=C\C=N/C(=S)SSSS1

---

- Which value of ΔE to the lowest compared entry with this formula, charge and spin does entry 4 give?
  15.64 kcal per mole